Density functional theory data (wB97M-V/def2-TZVPD) for C3H2NaO2 as an isolated structure at a distorted geometry.

Structure (ORCA input):
```
! RIJCOSX wB97M-V def2-TZVPD def2/J DEFGRID3
* xyz 1 1
O -0.171 -0.216 -1.086
C -0.398 -0.479 0.197
C 0.525 1.101 -0.703
O -0.909 -1.448 0.685
C -0.079 0.972 0.619
Na -0.719 -2.943 2.323
H 0.126 1.933 -1.303
H 1.625 1.079 -0.732
*
```

## Properties
Highest occupied orbital energy (spin up / spin down)   -13.72 / -13.84 eV
F_max   1.5 eV/A
Electronic energy   -427.9281 Ha
HOMO-LUMO gap (spin up / spin down)   8.16 / 8.19 eV
E_LUMO (spin up / spin down)   -5.6 / -5.6 eV